Entry 1:
A molecular structure, C36H38BrN2OPtSSi, computed with ωB97M-V/def2-TZVPD.

Properties
Net charge: +1
Frontier orbital gap: 8.46 eV
Energy relative to the best compared isomer or geometry (same formula, charge and spin): 11.15 kJ/mol

XYZ file:
```
81
C36H38BrN2OPtSSi | the OMol25 dataset | ωB97M-V/def2-TZVPD
Pt -0.98 0.56 -0.12
C -1.72 0.33 1.76
Si -1.50 -1.47 2.20
C -1.95 -2.26 0.54
N -1.14 -1.52 -0.50
C 0.19 -2.20 -0.76
C 0.30 -2.85 -2.14
C -0.93 -3.71 -2.41
C -2.20 -2.85 -2.38
C -1.93 -1.47 -1.77
C 0.32 -1.87 2.43
C 1.30 -0.88 2.43
C 2.65 -1.19 2.55
C 3.04 -2.52 2.69
C 2.07 -3.52 2.72
C 0.73 -3.20 2.59
C -2.49 -2.03 3.67
C -1.87 -2.41 4.86
C -2.63 -2.78 5.97
C -4.01 -2.79 5.89
C -4.64 -2.42 4.71
C -3.89 -2.04 3.62
H -1.14 0.96 2.45
H -2.76 0.66 1.85
H -3.01 -2.10 0.32
H -1.76 -3.33 0.46
H 0.32 -2.97 0.00
H 0.99 -1.48 -0.61
H 1.21 -3.44 -2.15
H 0.41 -2.09 -2.91
H -0.99 -4.49 -1.64
H -0.84 -4.23 -3.36
H -3.00 -3.35 -1.83
H -2.58 -2.68 -3.39
H -2.87 -0.96 -1.55
H -1.38 -0.85 -2.48
H 1.01 0.16 2.32
H 3.39 -0.41 2.55
H 4.08 -2.77 2.79
H 2.37 -4.55 2.84
H -0.01 -3.99 2.61
H -0.79 -2.41 4.93
H -2.13 -3.07 6.89
H -4.60 -3.09 6.75
H -5.73 -2.42 4.65
H -4.40 -1.75 2.70
Br -2.21 5.66 2.39
C -2.03 4.64 0.82
C -2.25 5.20 -0.42
C -2.08 4.39 -1.53
C -1.70 3.08 -1.37
N -1.50 2.54 -0.15
C -1.66 3.31 0.93
H -2.54 6.24 -0.52
H -2.24 4.78 -2.53
H -1.53 2.42 -2.21
H -1.49 2.85 1.89
O 0.27 0.85 -1.96
S 1.59 1.27 -1.30
C 2.84 0.69 -2.45
C 2.50 0.33 -3.74
C 3.50 -0.11 -4.59
C 4.81 -0.19 -4.14
C 5.13 0.17 -2.84
C 4.14 0.60 -1.98
C 1.76 3.03 -1.56
C 2.33 3.77 -0.54
C 2.47 5.14 -0.70
C 2.04 5.74 -1.87
C 1.46 4.99 -2.89
C 1.32 3.62 -2.73
H 1.46 0.38 -4.06
H 3.25 -0.40 -5.60
H 5.59 -0.53 -4.81
H 6.15 0.10 -2.49
H 4.38 0.87 -0.95
H 2.65 3.28 0.38
H 2.92 5.73 0.09
H 2.15 6.81 -2.00
H 1.13 5.47 -3.80
H 0.87 3.01 -3.51
```

Entry 2:
A molecular structure, C36H38N5O5PPbS2Si, computed with ωB97M-V/def2-TZVPD.

Properties
Frontier orbital gap: 6.93 eV
Energy relative to the best compared isomer or geometry (same formula, charge and spin): 175.53 kJ/mol

XYZ file:
```
89
C36H38N5O5PPbS2Si | the OMol25 dataset | ωB97M-V/def2-TZVPD
Pb 0.48 0.77 -0.21
N 4.62 -1.40 -1.68
C 3.66 -0.58 -1.19
S 2.00 -1.11 -1.76
N 3.98 0.39 -0.43
N 3.03 1.24 0.07
C 3.29 1.92 1.12
C 4.59 1.86 1.84
C 5.30 3.03 2.07
C 6.53 2.99 2.69
C 7.06 1.77 3.10
C 6.35 0.60 2.89
C 5.12 0.64 2.26
C 2.21 2.77 1.68
C 2.22 3.15 3.01
C 1.12 3.80 3.54
C 0.05 4.09 2.72
C 0.12 3.70 1.39
N 1.16 3.05 0.88
H 4.36 -2.16 -2.27
H 5.57 -1.30 -1.35
H 4.88 3.98 1.74
H 7.08 3.91 2.86
H 8.02 1.74 3.59
H 6.75 -0.34 3.23
H 4.53 -0.26 2.11
H 3.07 2.89 3.64
H 1.10 4.08 4.59
H -0.84 4.58 3.10
H -0.70 3.88 0.70
O 0.54 3.32 -2.14
N -0.63 2.68 -1.74
C -1.59 2.83 -2.54
C -2.98 2.39 -2.34
C -3.90 3.12 -3.11
C -5.26 2.92 -2.99
C -5.73 1.96 -2.11
C -4.83 1.21 -1.38
C -3.45 1.41 -1.46
P -2.34 0.30 -0.40
C -2.95 -1.26 -1.15
C -2.30 -1.67 -2.31
C -2.71 -2.81 -2.99
C -3.78 -3.55 -2.51
C -4.42 -3.16 -1.34
C -4.01 -2.02 -0.67
C -3.25 0.57 1.16
C -3.73 1.84 1.44
C -4.35 2.12 2.65
C -4.48 1.13 3.61
C -3.99 -0.14 3.34
C -3.38 -0.43 2.13
H 1.11 3.27 -1.36
H -1.43 3.42 -3.45
H -3.54 3.88 -3.80
H -5.95 3.51 -3.59
H -6.79 1.80 -1.99
H -5.20 0.45 -0.70
H -1.46 -1.09 -2.68
H -2.20 -3.11 -3.90
H -4.10 -4.44 -3.03
H -5.24 -3.75 -0.95
H -4.51 -1.73 0.25
H -3.62 2.63 0.71
H -4.73 3.12 2.85
H -4.94 1.35 4.56
H -4.05 -0.92 4.10
H -2.94 -1.40 1.96
O -0.81 -1.27 0.76
S -0.07 -0.70 1.97
O -0.44 0.76 2.01
O 1.37 -0.73 1.57
O -0.37 -1.42 3.17
C 0.19 -5.12 -1.03
Si 1.69 -4.24 -1.75
C 3.28 -5.23 -1.46
C 1.49 -3.94 -3.60
C 1.81 -2.63 -0.74
H -0.09 -6.02 -1.58
H -0.66 -4.44 -1.01
H 0.39 -5.40 0.01
H 3.18 -6.24 -1.84
H 3.50 -5.30 -0.39
H 4.15 -4.78 -1.95
H 1.26 -4.87 -4.12
H 2.37 -3.51 -4.07
H 0.66 -3.25 -3.79
H 2.62 -2.62 -0.02
H 0.89 -2.47 -0.17
```

Entry 3:
A molecular structure, C36H39AsN3O4PdS, computed with ωB97M-V/def2-TZVPD.

Properties
Net charge: +1
2S+1: 3
Frontier orbital gap (spin up / spin down): 7.03 / 7.02 eV
Energy relative to the best compared isomer or geometry (same formula, charge and spin): 81.14 kJ/mol

XYZ file:
```
85
C36H39AsN3O4PdS | the OMol25 dataset | ωB97M-V/def2-TZVPD
Pd 0.27 -0.85 -0.06
C 0.39 -2.42 -4.55
O -0.06 -3.44 -3.64
C -0.04 -2.83 -2.44
N 0.26 -1.60 -2.41
C 0.83 -1.21 -3.70
C 0.35 0.16 -4.14
C 1.07 1.23 -3.56
C 0.78 2.58 -3.79
C -0.29 2.82 -4.63
C -1.00 1.79 -5.28
C -0.71 0.45 -5.02
C -0.50 -3.60 -1.30
C -1.02 -4.90 -1.35
C -1.50 -5.44 -0.13
C -1.41 -4.71 1.03
C -0.88 -3.42 0.95
N -0.42 -2.92 -0.18
C -0.86 -2.45 2.02
N -0.21 -1.36 2.06
C -0.73 -0.57 3.16
C -1.64 -1.57 3.92
O -1.75 -2.66 2.96
C 0.37 0.10 3.95
C 0.54 -0.05 5.33
C 1.48 0.72 5.98
C 2.31 1.58 5.31
C 2.16 1.75 3.93
C 1.18 1.02 3.23
H -0.39 -2.14 -5.19
H 1.16 -2.82 -5.23
H 1.89 -1.11 -3.55
H 1.91 0.91 -2.87
H 1.40 3.34 -3.36
H -0.67 3.82 -4.76
H -1.73 2.01 -6.05
H -1.24 -0.32 -5.51
H -1.22 -5.47 -2.23
H -2.05 -6.33 -0.14
H -1.83 -4.95 2.06
H -1.37 0.20 2.72
H -2.64 -1.26 4.24
H -1.22 -2.02 4.85
H -0.02 -0.79 5.84
H 1.56 0.73 7.05
H 2.99 2.13 5.89
H 2.74 2.51 3.37
H 1.08 1.17 2.17
C 3.89 -1.48 2.68
As 3.71 -2.44 1.05
C 3.03 -4.21 1.63
C 5.51 -2.92 0.48
S 2.67 -1.51 -0.48
H 4.48 -2.18 3.36
H 2.96 -1.21 3.11
H 4.43 -0.57 2.44
H 3.61 -4.31 2.53
H 3.22 -4.90 0.89
H 1.99 -4.18 1.90
H 5.95 -3.62 1.21
H 6.23 -2.11 0.44
H 5.48 -3.31 -0.51
C -4.32 6.11 -1.13
C -3.32 4.97 -1.07
C -2.36 4.93 -0.08
C -1.58 3.77 0.14
C -0.62 3.82 1.33
C -1.81 2.66 -0.66
C -2.84 2.64 -1.64
C -3.03 1.49 -2.60
C -3.59 3.78 -1.81
C -0.96 1.42 -0.41
O -1.54 0.27 -0.40
O 0.29 1.50 -0.14
H -3.76 7.11 -1.22
H -5.02 6.06 -0.24
H -5.00 5.92 -2.04
H -2.02 5.77 0.49
H -0.12 4.76 1.42
H 0.11 3.03 1.32
H -1.25 3.67 2.19
H -2.11 1.02 -2.87
H -3.48 1.91 -3.52
H -3.70 0.71 -2.23
H -4.44 3.81 -2.47
```